1.
9
Properties=species:S:1:pos:R:3:forces:R:3:mulliken_charge:R:1 method="wB97M-V/def2-TZVPD" e_above_lowest_kcal_mol=72.7 e_lumo_ev=-0.05 charge=0 multiplicity=1 e_homo_ev=-9.5 homo_lumo_gap_ev=9.4
C -1.21261 -2.52550 0.80275 0.1899 -0.9466 -0.9720 0.406
C -0.34290 -2.76281 -0.40051 -0.3829 -0.9679 -0.7303 0.358
C -0.30071 0.29600 0.12560 -3.5305 -2.9354 -0.7601 -0.207
N -0.58848 -1.52458 0.06449 -0.4727 4.7574 2.4671 -0.078
O -1.96707 -2.90638 1.63486 0.3621 0.8915 0.0950 -0.475
O 0.12799 -3.30665 -1.33284 0.6524 -0.5870 -0.3838 -0.492
Cl -1.82892 1.12802 0.48824 0.5353 -0.5757 -0.4063 -0.114
H -0.01058 0.47500 -0.87582 0.7573 0.3249 -0.4966 0.331
H 0.25055 0.41586 0.98638 1.8891 0.0388 1.1869 0.271



2.
62
Properties=species:S:1:pos:R:3:forces:R:3:mulliken_charge:R:1 method="wB97M-V/def2-TZVPD" e_lumo_ev=-2.86 charge=+1 multiplicity=1 e_homo_ev=-12.3 homo_lumo_gap_ev=9.4
O 5.65559 -0.78291 -0.72259 0.0948 0.1005 -0.1428 -0.654
O 2.81324 -0.41878 3.96228 -0.6264 0.0022 -0.4872 -0.681
O -2.66544 1.77330 -5.80626 -0.1639 -0.6616 2.9081 -0.623
O -1.29486 2.78262 -4.00423 -1.7499 -2.3453 0.3319 -0.555
O -5.45233 -1.64679 0.57201 2.1890 -0.7678 0.1268 -0.601
O -4.23667 -2.93652 -1.11797 1.0336 0.5431 2.5382 -0.645
O -1.56927 0.85171 2.52573 -0.1342 -0.0633 -0.0793 -0.474
O -4.85312 2.06941 -1.17625 0.5609 -0.0316 -0.0327 -0.539
O -3.02316 2.04054 0.26673 -0.1545 -0.1671 -1.1753 -0.475
O -2.24531 -1.21575 -2.18630 -0.3233 0.2190 0.1981 -0.496
O -1.16990 0.35299 -4.50793 -1.1132 0.9879 0.1538 -0.408
O -4.31855 -3.71263 1.29107 1.3495 1.6590 -1.2413 -0.404
O -3.28526 1.25017 -3.31860 1.9689 0.6664 -1.9142 -0.466
O -2.85113 -1.66151 0.65487 -1.9184 -1.6298 -0.3302 -0.317
C 4.84161 -0.91141 0.17383 1.1143 -1.5867 -0.9706 0.556
C 3.67074 -0.09164 3.15666 -0.7755 -0.6346 0.4779 0.013
C 0.97688 -0.90407 -1.05574 0.1645 0.6724 0.5068 -1.148
C 1.44129 -0.01529 -0.12206 0.2822 -0.8699 0.5919 0.735
C 0.93360 1.12571 -1.95128 -0.3867 -0.3789 -0.0926 -0.690
N 0.65206 -0.17271 -2.18785 0.4465 0.8768 0.7231 0.318
N 4.94575 -0.07676 3.56723 1.1681 0.4181 -0.4903 -0.125
N 4.22095 0.17558 0.63884 -1.2538 1.2999 1.3885 0.156
N 1.39318 1.24566 -0.68979 -0.3259 -0.8953 -0.8629 0.205
C 4.54871 -2.29423 0.72391 0.1330 0.3846 0.1133 -0.901
C 6.15617 0.41198 2.90013 -0.1703 -0.1796 -0.1185 -0.763
C -2.99417 0.77079 2.33250 0.2250 0.3122 0.2178 -1.033
C -3.43822 2.21253 -1.09175 -0.7731 -0.3582 0.3599 -0.497
C -3.37670 0.76919 0.84618 0.1244 -0.1604 0.4816 0.232
C -2.75672 1.16176 -1.97885 0.3378 -0.6835 1.2755 0.880
C -2.66089 -0.35434 0.06609 -0.1395 1.4907 -0.7592 0.783
C -3.01450 -0.25152 -1.44152 -0.1461 -1.1157 -0.1389 -0.548
C 1.87762 -0.33163 1.29502 -0.1406 0.2758 0.3430 -0.690
C 3.22633 0.30412 1.72147 0.5514 0.0621 -0.8961 -0.262
S -2.13478 1.66341 -4.45112 0.9528 2.1611 -1.3194 1.161
S -4.27085 -2.45523 0.27121 -1.9465 0.6148 -1.7750 1.151
H -1.35955 0.88475 3.47792 -0.3700 -0.0420 -0.6457 0.308
H -5.13184 2.09874 -2.10924 0.1697 0.0624 0.4240 0.391
H -2.70709 -2.08483 -2.15489 0.1164 0.7978 0.1161 0.477
H -1.43242 0.08100 -5.40256 0.4203 -0.8129 -0.1977 0.330
H -5.24926 -3.67334 1.53963 -0.4835 -0.2203 0.5222 0.388
H 0.84523 -1.97170 -0.91473 -0.0567 0.3257 -0.4155 0.420
H 0.76286 1.94582 -2.64781 0.0268 -0.2986 0.1960 0.508
H 0.16746 -0.53019 -3.01585 0.1791 0.3075 0.2977 0.264
H 5.05762 -0.39314 4.52019 -0.2184 0.0660 -0.0660 0.291
H 4.54404 1.02288 0.19742 0.0849 -0.0212 0.0285 0.263
H 1.62213 2.11212 -0.21725 -0.0322 -0.1065 -0.2659 0.255
H 5.30186 -2.98185 0.33969 -0.0930 0.1965 -0.0410 0.354
H 4.59881 -2.29922 1.80914 -0.2190 -0.0879 0.2014 0.305
H 3.57123 -2.62671 0.38675 -0.1673 -0.0992 0.0916 0.208
H 6.55067 -0.34359 2.21719 0.0735 0.1744 -0.0506 0.254
H 6.92352 0.62002 3.64874 -0.2355 -0.0276 -0.0266 0.353
H 5.95637 1.33523 2.35402 0.0886 -0.1098 0.0486 0.265
H -3.48256 1.62420 2.81622 0.0031 -0.0418 -0.1767 0.440
H -3.37696 -0.13983 2.80594 -0.0575 0.0150 -0.2260 0.388
H -3.15052 3.21457 -1.43073 0.1608 -0.0874 0.4105 0.472
H -4.46070 0.63700 0.78871 0.0642 -0.0294 0.0244 0.521
H -1.68405 1.35263 -1.93163 -0.0025 0.1164 -0.3421 -0.065
H -1.58907 -0.14716 0.14514 -0.0022 -0.4422 0.2128 -0.341
H -4.08304 -0.44095 -1.58828 0.0325 -0.0583 0.0597 0.556
H 1.09576 0.01669 1.97402 0.0344 -0.0888 0.0756 0.330
H 1.93004 -1.41338 1.42009 -0.0965 0.0420 -0.1315 0.419
H 3.03754 1.37252 1.81650 0.1247 0.2531 -0.0335 0.449



3.
7
Properties=species:S:1:pos:R:3:forces:R:3:mulliken_charge:R:1 method="wB97M-V/def2-TZVPD" e_above_lowest_kcal_mol=36.9 e_lumo_ev="-1.22 / -1.24" charge=0 multiplicity=1 e_homo_ev="-8.3 / -8.3" homo_lumo_gap_ev="7.1 / 7.0" smiles="P#P=CP"
P -1.36320 1.06422 1.64196 0.6078 -0.5660 -1.0963 0.004
P 0.53175 1.20564 1.07070 0.6044 0.4200 0.0887 0.032
C -0.07777 0.52919 -0.47447 -3.1529 0.7816 1.3336 -0.517
P 0.25968 -1.18063 -0.96771 -0.5203 0.7550 -2.1997 -0.016
H -1.05125 0.91659 -0.83217 0.8153 0.3073 -0.3480 0.448
H 0.16368 -1.68658 0.24458 -0.4115 -1.3247 2.3204 0.020
H 1.53710 -0.84843 -0.68289 2.0572 -0.3734 -0.0987 0.028



4.
55
Properties=species:S:1:pos:R:3:forces:R:3:mulliken_charge:R:1 method="wB97M-V/def2-TZVPD" e_lumo_ev="2.33 / 2.33" charge=-1 multiplicity=4 e_homo_ev="-4.1 / -4.9" homo_lumo_gap_ev="6.4 / 7.2"
V 0.32853 -0.02132 -0.14478 0.4554 -0.0560 -1.7026 0.240
N -3.92069 5.50928 -4.50560 0.1039 -0.1303 0.1981 -0.587
C -2.96890 4.71071 -3.86622 -0.1188 0.0850 -0.0795 1.116
C -3.13274 3.32553 -3.80867 -0.0358 -0.0181 -0.0579 -0.832
C -2.22490 2.54134 -3.12296 0.0886 -0.0452 -0.0864 -0.547
C -1.13744 3.13444 -2.49165 -0.1241 0.0819 -0.0933 -0.348
C -0.97062 4.51440 -2.52751 0.0773 -0.1466 -0.0493 -0.444
C -1.87824 5.29412 -3.22074 0.0515 0.0479 -0.0283 -0.717
S -0.14103 2.10679 -1.47454 -0.0280 1.1193 0.0201 1.620
O -1.13181 1.21670 -0.81606 -0.3236 0.7231 -0.4240 -0.254
O 0.83765 1.29359 -2.20108 -0.4490 -0.0479 0.3200 -0.746
N 0.50770 3.16066 -0.52743 0.2202 -0.1378 0.6759 -0.407
C 0.96386 2.81094 0.70738 -0.1504 -0.0655 -0.2370 0.277
N 1.35916 3.82529 1.50678 -0.0451 -0.1236 -0.1141 -0.664
C 1.73463 3.51833 2.73406 -0.0501 0.0751 -0.1172 -0.055
C 1.74175 2.22238 3.23720 0.0114 0.2074 0.1569 -0.851
C 1.36175 1.23675 2.36379 -0.0300 -0.1479 -0.2414 -0.012
N 0.99888 1.49801 1.10150 0.2719 1.0719 0.3408 0.105
H -4.49435 5.04292 -5.18680 0.0112 -0.0135 -0.0561 0.227
H -3.59683 6.41121 -4.80841 0.0173 0.0345 -0.0442 0.224
H -3.98865 2.86874 -4.29543 0.0514 0.0028 0.0369 0.290
H -2.36283 1.46733 -3.05940 -0.0171 0.0812 0.0191 0.501
H -0.14168 4.95391 -1.98763 -0.0870 0.0061 -0.0352 0.495
H -1.75440 6.37219 -3.25044 -0.0084 -0.0573 0.0259 0.279
H 2.03627 4.36040 3.35263 0.0215 -0.0566 0.0119 0.407
H 2.02485 1.99723 4.25415 0.0223 0.0097 -0.0064 0.403
H 1.34132 0.19289 2.64659 -0.0105 -0.0975 -0.0485 0.491
O 1.05836 -1.39398 0.87901 0.1340 -1.5004 1.2521 -0.570
S 0.14125 -2.60765 0.52043 0.3250 -0.7819 0.2829 0.928
O -0.91016 -2.70922 1.52236 0.0237 0.1376 -0.0782 -0.641
O 0.93260 -3.80318 0.38498 0.1478 0.0832 -0.1080 -0.668
S -0.58493 -1.94329 -1.25209 -0.1002 -0.4478 -0.0902 -0.428
Te -2.26900 -0.10120 1.59218 -0.8216 0.2641 0.4223 0.536
C -3.88599 -0.55998 2.91230 -0.0160 0.0673 -0.0528 -0.052
C -5.13639 -0.81881 2.35173 -0.0080 -0.0391 0.1609 -0.156
C -6.24230 -1.04196 3.16547 0.0809 -0.0036 0.0628 -0.611
C -6.10506 -1.01616 4.54989 0.0735 0.0475 -0.1161 -0.391
C -4.86241 -0.75149 5.11274 -0.0227 -0.0312 -0.0452 -0.540
C -3.75872 -0.52364 4.29720 0.0070 -0.0475 0.0047 -0.191
C -2.86085 1.95581 1.51911 0.1615 0.0643 0.0075 0.062
C -3.68113 2.43749 0.49821 0.0864 -0.0292 -0.0171 -0.170
C -3.88405 3.80205 0.33345 0.0592 0.0050 0.1117 -0.425
C -3.28136 4.70722 1.20367 -0.0258 -0.1068 -0.0120 -0.509
C -2.49856 4.23827 2.24998 -0.0270 -0.0981 -0.0448 -0.548
C -2.28387 2.86903 2.40039 -0.1067 0.0773 -0.0865 -0.234
H -5.23825 -0.84292 1.27345 -0.0190 -0.0175 0.0233 0.335
H -7.21111 -1.23801 2.71868 0.0486 -0.0062 0.0181 0.358
H -6.96301 -1.20019 5.18577 0.0141 0.0192 -0.0124 0.353
H -4.75115 -0.72129 6.19101 0.0036 -0.0114 -0.0357 0.356
H -2.79109 -0.31608 4.74002 -0.0437 -0.0143 -0.0174 0.331
H -4.12672 1.73639 -0.20025 0.0437 0.0467 0.0188 0.242
H -4.49464 4.16326 -0.48695 0.0164 -0.0182 0.0128 0.368
H -3.41424 5.77347 1.05681 -0.0192 -0.0465 0.0265 0.381
H -2.03688 4.93705 2.93897 0.0194 -0.0338 -0.0450 0.357
H -1.65098 2.50747 3.20328 0.0390 0.0190 -0.0274 0.314